(1)
C27H51F5N5O | the ωB97M-V functional and the def2-TZVPD basis

Output
HOMO ... -0.3302 Eh
Multiplicity ... 1
Charge ... +1

Last column: Löwdin charge in e.
CARTESIAN COORDINATES (ANGSTROEM)
C1 -0.72380 1.05083 2.27494  -0.07
C2 -1.83598 1.95815 1.67141  -0.22
N1 -1.28323 3.10140 0.83539  -0.06
C3 -2.02411 4.30266 1.33309  -0.19
C4 -1.58986 5.62260 0.60618  -0.05
N2 -2.74677 6.41859 0.05784  -0.11
C5 -3.72561 6.65048 0.93870  0.06
C6 -4.86870 7.42163 0.46134  -0.12
C7 -6.07651 7.71078 1.36898  -0.11
C8 -6.64425 6.30219 1.82834  -0.15
C9 -7.21142 5.47939 0.59016  -0.07
C10 -8.49200 4.72903 1.01375  -0.40
F1 -8.26618 3.95515 2.12792  0.11
F2 -9.44239 5.67183 1.30850  0.11
C11 -9.08362 3.75851 -0.08839  -0.49
F3 -9.35099 2.52848 0.39314  0.16
F4 -10.28456 4.25470 -0.49426  0.14
F5 -8.31727 3.65925 -1.19444  0.15
C12 -4.72865 7.85366 -0.89553  0.07
C13 -3.57197 7.52748 -1.69097  -0.02
N3 -2.59748 6.78790 -1.17597  0.14
C14 -1.66452 2.76296 -0.52465  -0.48
C15 -2.85829 3.36534 -1.32039  0.01
O1 -1.01355 1.92402 -1.07392  0.12
H1 -0.38102 0.23196 1.61058  0.07
H2 0.10538 1.69765 2.63737  0.09
H3 -1.16052 0.54778 3.17590  0.08
H4 -2.43224 2.35786 2.52897  0.11
H5 -2.58034 1.39413 1.05223  0.13
H6 -3.11048 4.06038 1.26596  0.11
H7 -1.71198 4.40617 2.39988  0.13
H8 -1.10886 6.30259 1.34915  0.14
H9 -0.82448 5.44528 -0.18017  0.15
H10 -3.67988 6.27704 1.97866  0.16
H11 -5.67996 8.18691 2.29623  0.14
H12 -6.86655 8.31605 0.88080  0.13
H13 -7.38148 6.40718 2.64831  0.13
H14 -5.80252 5.67963 2.22204  0.10
H15 -6.48366 4.71322 0.23433  0.13
H16 -7.36288 6.21673 -0.22543  0.13
H17 -5.51649 8.47541 -1.36277  0.14
H18 -3.53145 7.89349 -2.73354  0.14
H19 -3.62207 3.89667 -0.71057  0.05
H20 -2.42365 4.07823 -2.06169  0.09
H21 -3.39371 2.53417 -1.83280  0.10
C16 3.72171 -5.31788 1.72491  -0.08
C17 2.31527 -4.81100 1.43471  -0.27
N4 2.05109 -3.48278 1.96574  -0.19
C18 0.64207 -3.12035 1.93299  -0.25
C19 -0.02490 -2.98176 0.56168  -0.09
C20 2.97511 -2.43556 1.55705  -0.24
C21 3.13294 -2.16956 0.05787  -0.08
H22 3.93438 -5.29532 2.79576  0.08
H23 3.81943 -6.35061 1.38437  0.07
H24 4.48349 -4.73211 1.20605  0.06
H25 1.61650 -5.51582 1.89506  0.12
H26 2.14049 -4.85896 0.34996  0.10
H27 0.49608 -2.18934 2.49154  0.10
H28 0.08817 -3.87506 2.50215  0.11
H29 0.27217 -2.06093 0.05811  0.05
H30 -1.11085 -2.93760 0.68455  0.07
H31 0.19164 -3.82614 -0.09411  0.07
H32 3.96225 -2.67564 1.96343  0.10
H33 2.70276 -1.49996 2.05579  0.11
H34 3.21835 -3.08894 -0.52295  0.05
H35 4.04447 -1.59141 -0.11546  0.07
H36 2.30646 -1.58136 -0.33966  0.05
C22 8.71632 -7.65902 -2.28060  -0.09
C23 8.02079 -6.30976 -2.16006  -0.28
N5 6.90860 -6.14189 -3.08093  -0.20
C24 6.42942 -4.76941 -3.16018  -0.25
C25 5.80911 -4.15852 -1.90192  -0.10
C26 5.87202 -7.16190 -3.02543  -0.25
C27 5.16191 -7.38700 -1.68660  -0.09
H37 9.04915 -7.83933 -3.30479  0.08
H38 9.59488 -7.68055 -1.63295  0.07
H39 8.06824 -8.48266 -1.97515  0.06
H40 8.76913 -5.54059 -2.37320  0.12
H41 7.71083 -6.16502 -1.11487  0.10
H42 5.71213 -4.68667 -3.98281  0.11
H43 7.27236 -4.13773 -3.46143  0.11
H44 4.80720 -4.54656 -1.71478  0.04
H45 5.70907 -3.07718 -2.02951  0.07
H46 6.42150 -4.32343 -1.01350  0.07
H47 6.31388 -8.11281 -3.33793  0.10
H48 5.12070 -6.95257 -3.79272  0.11
H49 5.85500 -7.41339 -0.84381  0.07
H50 4.64071 -8.34777 -1.70713  0.07
H51 4.40845 -6.62373 -1.49384  0.05

=====

(2)
C3H5NO3 | the ωB97M-V functional and the def2-TZVPD basis

Output
HOMO ... -0.3284 Eh
Multiplicity ... 1

Last column: Löwdin charge in e.
CARTESIAN COORDINATES (ANGSTROEM)
N1 -1.78917 -0.69241 0.11948  0.11
C1 -0.67787 -0.01071 0.61156  -0.50
O1 0.42383 -0.81478 0.80571  0.02
C2 -0.56099 1.29603 0.84904  0.09
O2 1.96358 0.78984 -0.60555  0.09
C3 1.72589 -0.27184 -1.09805  -0.32
O3 0.86078 -1.20140 -0.61410  0.02
H1 -2.12825 -0.29281 -0.74438  0.10
H2 -1.58595 -1.67720 0.00323  0.09
H3 -1.40046 1.97069 0.71932  0.07
H4 0.40565 1.69340 1.12944  0.07
H5 2.20904 -0.63662 -2.02758  0.15

=====

(3)
C22H19BrN6OS2 | the ωB97M-V functional and the def2-TZVPD basis

Output
HOMO ... -0.2991 Eh
Multiplicity ... 1

Last column: Löwdin charge in e.
CARTESIAN COORDINATES (ANGSTROEM)
C1 5.41014 -3.69816 -0.11647  0.02
C2 5.37426 -2.40133 -0.35113  -0.17
C3 4.61259 -1.42290 0.49817  -0.16
N1 3.63235 -0.71259 -0.28782  0.00
C4 2.41451 -1.20509 -0.64648  -0.59
N2 1.73542 -0.30532 -1.31856  0.00
N3 2.49232 0.79096 -1.40446  0.10
C5 3.63023 0.56466 -0.80131  -0.24
C6 4.68023 1.56313 -0.69715  -0.14
C7 4.30557 2.90621 -0.62268  0.00
C8 5.29900 3.86554 -0.53664  -0.13
N4 6.59047 3.57885 -0.51945  0.06
C9 6.94473 2.31025 -0.60890  -0.14
C10 6.04118 1.26294 -0.70473  -0.01
H1 6.40238 0.25304 -0.81370  0.09
H2 8.01017 2.12043 -0.60704  0.11
H3 5.05347 4.91717 -0.47514  0.11
H4 3.26070 3.16909 -0.63602  0.11
S1 1.88180 -2.80523 -0.23997  1.02
C11 0.31524 -2.85831 -1.17517  -0.34
C12 -0.82280 -2.20224 -0.41677  -0.56
O1 -1.67680 -2.83774 0.16640  -0.01
N5 -0.80291 -0.84814 -0.45374  0.11
C13 -1.74661 -0.10044 0.19855  -0.57
N6 -1.74190 1.18689 0.23048  0.06
C14 -2.79417 1.65896 0.94209  -0.19
C15 -3.62111 0.72204 1.47585  -0.50
S2 -3.05697 -0.87297 1.05799  1.15
C16 -4.87569 0.93040 2.25832  -0.16
C17 -6.06266 0.72748 1.35144  -0.23
C18 -6.50151 -0.55702 1.05334  -0.05
C19 -7.56037 -0.76067 0.18836  -0.12
C20 -8.18164 0.33621 -0.38299  -0.68
C21 -7.75951 1.62424 -0.10633  -0.12
C22 -6.69706 1.81140 0.75961  -0.03
H5 -6.36086 2.81467 0.97609  0.12
H6 -8.25292 2.46909 -0.56184  0.10
Br1 -9.64843 0.06806 -1.57192  0.71
H7 -7.89922 -1.75945 -0.03992  0.10
H8 -6.00672 -1.40824 1.49726  0.11
H9 -4.87983 1.94326 2.66468  0.12
H10 -4.91492 0.21579 3.08302  0.12
H11 -2.90164 2.72362 1.04454  0.11
H12 -0.02618 -0.35794 -0.92360  0.10
H13 0.09719 -3.91780 -1.30422  0.09
H14 0.49395 -2.37287 -2.13314  0.09
H15 4.08607 -1.95722 1.29534  0.12
H16 5.28560 -0.68615 0.94735  0.13
H17 5.88777 -1.97791 -1.20449  0.10
H18 5.96481 -4.37185 -0.74572  0.06
H19 4.89028 -4.13680 0.71867  0.06